Model P:
{"formula": "C4H12O4", "method": "ωB97M-V/def2-TZVPD", "species": ["O", "C", "C", "O", "H", "H", "H", "H", "H", "H", "O", "C", "C", "O", "H", "H", "H", "H", "H", "H"], "coordinates": [[0.1994, -0.6109, 4.3208], [-0.0225, -1.9880, 4.7429], [0.7580, -2.9113, 3.7168], [0.4226, -2.5201, 2.3966], [1.1606, -0.4908, 4.1719], [0.3872, -2.1676, 5.7555], [-1.1134, -2.1714, 4.7838], [1.8619, -2.8292, 3.7327], [0.4959, -3.9656, 3.9294], [0.2003, -1.5662, 2.4300], [-1.3794, 1.8718, -2.4727], [-0.7590, 1.4885, -3.6894], [-0.1346, 2.7662, -4.3815], [0.6815, 2.4461, -5.4853], [-2.2446, 2.2635, -2.7145], [-0.0104, 0.7159, -3.4282], [-1.5180, 1.0149, -4.3414], [-0.8939, 3.4992, -4.7156], [0.4997, 3.2615, -3.6213], [1.4086, 1.8933, -5.1303]], "lowdin_charge": [-0.109, -0.196, -0.245, -0.095, 0.099, 0.110, 0.124, 0.114, 0.116, 0.083, -0.091, -0.245, -0.255, -0.086, 0.098, 0.122, 0.119, 0.124, 0.117, 0.098], "smiles": "OCCO.OCCO", "orbital_gap_ev": 10.712, "charge": 0, "homo_ev": -9.93}


Model Q:
{"formula": "C4H12O4", "method": "ωB97M-V/def2-TZVPD", "species": ["O", "C", "C", "C", "C", "O", "H", "H", "H", "H", "H", "H", "H", "H", "O", "H", "H", "O", "H", "H"], "coordinates": [[2.4076, 0.1422, -1.5327], [2.1007, 0.4597, -0.3961], [0.9100, -0.1671, 0.2585], [0.2429, 0.6810, 1.3520], [-0.8222, -0.0898, 2.1494], [-1.3943, -1.1442, 1.3806], [2.8440, 1.1237, 0.0815], [0.2394, -0.1867, -0.6122], [1.0311, -1.2377, 0.4140], [1.0973, 0.9339, 1.9830], [-0.2504, 1.5222, 0.8677], [-1.5594, 0.6032, 2.5632], [-0.3726, -0.5198, 3.0358], [-1.7705, -0.7259, 0.6129], [-2.0726, -0.0826, -0.9155], [-2.5985, 0.6752, -1.1674], [-1.3262, -0.1857, -1.5245], [0.1003, -0.3984, -2.8491], [0.1994, -1.3332, -3.0200], [0.9940, -0.0701, -2.6813]], "lowdin_charge": [0.009, -0.209, -0.161, -0.165, -0.254, -0.080, 0.131, 0.071, 0.145, 0.108, 0.113, 0.110, 0.107, 0.001, -0.030, 0.070, 0.017, -0.053, 0.060, 0.013], "smiles": "O=CCCCO.O.O", "orbital_gap_ev": 10.669, "charge": 0, "homo_ev": -9.96}


Quick one: most stable of them? model Q


Model P:
{"formula": "C4H12O4", "method": "ωB97M-V/def2-TZVPD", "species": ["O", "C", "C", "C", "C", "O", "H", "H", "H", "H", "H", "H", "H", "H", "O", "H", "H", "O", "H", "H"], "coordinates": [[1.8466, -0.0155, -1.1345], [2.2873, 0.1182, 0.0112], [1.5475, -0.0800, 1.2896], [0.2785, 0.7101, 1.1413], [-0.7529, 0.2886, 2.1137], [-1.8148, -0.6238, 1.6348], [3.3272, 0.5636, -0.1749], [1.2817, -1.1825, 1.2819], [2.2067, 0.0766, 2.0854], [0.3281, 1.9064, 1.0256], [-0.1684, 0.3562, 0.1928], [-1.1196, 0.9712, 2.7940], [-0.2737, -0.5181, 2.8006], [-2.1717, -0.2220, 0.7614], [-2.1698, 0.7406, -1.5772], [-2.9814, 0.1258, -1.7988], [-1.3540, 0.2897, -1.9691], [-0.2650, -0.8849, -2.6307], [-0.5462, -1.8338, -2.4635], [0.5325, -0.4861, -2.2094]], "lowdin_charge": [-0.006, -0.203, -0.157, -0.204, -0.253, -0.117, 0.146, 0.163, 0.097, 0.182, 0.094, 0.082, 0.138, 0.096, -0.155, 0.094, -0.004, -0.103, 0.099, 0.013], "smiles": "O=CCCCO.O.O", "orbital_gap_ev": 10.619, "charge": 0, "homo_ev": -10.16}


Model Q:
{"formula": "C4H12O4", "method": "ωB97M-V/def2-TZVPD", "species": ["C", "C", "C", "C", "O", "O", "H", "H", "H", "H", "H", "H", "H", "H", "O", "H", "H", "O", "H", "H"], "coordinates": [[1.5743, 0.7729, -0.7071], [0.1301, 0.6674, -1.2078], [-0.4018, -0.7709, -0.8272], [-1.7807, -1.2293, -1.1555], [-2.0708, -1.8053, -2.1671], [-2.7636, -0.9286, -0.2760], [1.7520, 0.0364, 0.0773], [1.8244, 1.6743, -0.1312], [2.3910, 0.6772, -1.4194], [0.0952, 0.8881, -2.2673], [-0.4642, 1.3861, -0.6438], [0.2065, -1.2959, -1.5748], [-0.0392, -1.1504, 0.1251], [-2.4423, -0.3435, 0.4285], [1.4341, -1.9426, 1.7046], [2.0805, -1.3209, 1.9779], [1.4422, -2.5767, 2.4464], [-1.2069, 2.6785, 1.7632], [-1.4801, 1.8007, 1.8975], [-0.2806, 2.7823, 1.9567]], "lowdin_charge": [-0.108, -0.199, -0.116, -0.531, 0.115, 0.105, 0.042, 0.069, 0.074, 0.110, 0.083, 0.127, 0.087, 0.106, -0.044, 0.012, 0.060, -0.022, -0.003, 0.033], "smiles": "CCCC(=O)O.O.O", "orbital_gap_ev": 10.215, "charge": 0, "homo_ev": -10.14}


Quick one: most stable of them? model Q


Model P:
{"formula": "C13H15N3O3", "method": "ωB97M-V/def2-TZVPD", "species": ["N", "C", "C", "C", "C", "N", "C", "C", "C", "C", "C", "C", "C", "O", "N", "C", "C", "O", "O", "H", "H", "H", "H", "H", "H", "H", "H", "H", "H", "H", "H", "H", "H", "H"], "coordinates": [[-1.7092, 3.3930, 0.2661], [-1.1118, 2.1585, -0.1982], [0.3919, 2.2965, 0.0408], [1.3003, 1.2919, -0.5287], [1.7810, 1.1639, -1.7851], [2.4128, -0.0701, -1.9321], [2.3906, -0.7738, -0.7145], [2.7883, -2.0472, -0.3451], [2.5196, -2.5098, 0.9539], [1.8287, -1.6665, 1.8700], [1.3884, -0.3518, 1.4954], [1.6381, 0.0496, 0.1786], [-1.5137, 0.9052, 0.6120], [-1.6035, 0.9202, 1.8141], [-1.5840, -0.2090, -0.1951], [-1.9318, -1.5036, 0.3368], [-3.0082, -2.2028, -0.5006], [-2.9596, -3.3846, -0.6253], [-3.8564, -1.4054, -1.1437], [-2.7044, 3.5047, -0.0621], [-1.6310, 3.4074, 1.2407], [-1.2827, 2.0427, -1.2685], [0.6902, 3.2535, -0.3723], [0.4883, 2.3020, 1.1105], [1.6039, 1.7280, -2.6448], [2.7854, -0.3144, -2.8093], [3.4361, -2.6437, -0.9488], [2.9084, -3.4264, 1.3011], [1.6842, -1.9079, 2.9215], [0.9451, 0.2915, 2.2579], [-1.1588, -0.2117, -1.1113], [-1.0233, -2.1110, 0.2579], [-2.2946, -1.4893, 1.3912], [-3.6082, -0.4793, -0.8634]], "lowdin_charge": [0.057, -0.320, -0.121, -0.184, -0.041, 0.078, -0.183, -0.030, -0.079, -0.071, -0.018, -0.135, -0.456, 0.087, 0.060, -0.078, -0.540, 0.124, 0.117, 0.109, 0.051, 0.143, 0.126, 0.115, 0.109, 0.129, 0.097, 0.082, 0.094, 0.109, 0.154, 0.133, 0.156, 0.127], "smiles": "N[C@@H](Cc1c[nH]c2ccccc12)C(=O)NCC(=O)O", "orbital_gap_ev": 8.542, "charge": 0, "homo_ev": -8.17}


Model Q:
{"formula": "C13H15N3O3", "method": "ωB97M-V/def2-TZVPD", "species": ["N", "C", "C", "C", "C", "N", "C", "C", "C", "C", "C", "C", "C", "O", "N", "C", "C", "O", "O", "H", "H", "H", "H", "H", "H", "H", "H", "H", "H", "H", "H", "H", "H", "H"], "coordinates": [[0.5052, 1.2592, -3.5464], [0.5755, 0.6106, -2.1989], [0.0061, 1.9405, -1.4365], [-0.2061, 1.6530, 0.0040], [-1.4029, 1.5809, 0.6919], [-1.2553, 1.3476, 2.0561], [0.0992, 0.8330, 2.2062], [0.4457, -0.0628, 3.1764], [1.7790, -0.6314, 2.9877], [2.6797, -0.1121, 2.0437], [2.2238, 0.8235, 0.9917], [0.7955, 1.1247, 0.9586], [-0.1550, -0.6049, -2.1807], [0.1926, -1.4309, -3.0509], [-1.1163, -0.7864, -1.2206], [-1.6859, -2.0591, -0.9674], [-1.8041, -2.5737, 0.5004], [-2.3296, -3.6449, 0.7214], [-1.1609, -1.9178, 1.4662], [0.5475, 0.4538, -4.2730], [1.3404, 1.7516, -3.6396], [1.6058, 0.5270, -1.9616], [-1.0045, 2.0343, -1.9442], [0.6808, 2.7319, -1.7160], [-2.2767, 1.8886, 0.3247], [-2.0690, 0.8804, 2.5993], [-0.0751, -0.2750, 4.1048], [2.0370, -1.5612, 3.4883], [3.6204, -0.6024, 1.9519], [3.0050, 0.9828, 0.1562], [-1.3503, 0.0459, -0.5556], [-0.9693, -2.8151, -1.4307], [-2.6723, -2.2392, -1.3670], [-0.6060, -1.1525, 1.0594]], "lowdin_charge": [0.026, -0.278, -0.072, -0.200, -0.112, 0.073, -0.228, -0.030, -0.079, -0.083, 0.013, -0.107, -0.447, 0.052, 0.075, -0.087, -0.496, 0.095, 0.095, 0.121, 0.041, 0.129, 0.140, 0.111, 0.090, 0.191, 0.117, 0.099, 0.080, 0.121, 0.135, 0.162, 0.127, 0.127], "smiles": "N[C@@H](Cc1c[nH]c2ccccc12)C(=O)NCC(=O)O", "orbital_gap_ev": 8.561, "charge": 0, "homo_ev": -8.44}


Quick one: most stable of them? model P


Model P:
{"formula": "C4H8NO3", "method": "ωB97M-V/def2-TZVPD", "species": ["C", "C", "O", "N", "H", "H", "H", "H", "H", "C", "C", "O", "O", "H", "H", "H"], "coordinates": [[1.3581, -1.5387, 1.4805], [-0.0223, -2.1020, 0.7828], [-0.3190, -3.2885, 1.0246], [-0.7870, -1.2632, 0.0407], [-1.5820, -1.5638, -0.4735], [-0.5220, -0.2926, -0.3642], [2.0980, -1.5609, 0.6933], [1.4590, -2.1742, 2.3885], [1.3695, -0.4754, 1.5341], [-0.3092, 2.4004, -0.4314], [-0.6058, 1.5144, -1.7846], [0.0678, 1.7994, -2.7634], [-1.4956, 0.6470, -1.7710], [0.4163, 3.2268, -0.6390], [0.1080, 1.8858, 0.3928], [-1.2339, 2.7855, -0.1103]], "lowdin_charge": [-0.007, -0.532, -0.054, 0.147, 0.083, 0.102, 0.053, 0.076, 0.029, -0.032, -0.789, -0.067, -0.106, 0.062, 0.009, 0.025], "orbital_gap_ev": 8.195, "charge": -1, "homo_ev": -4.52}


Model Q:
{"formula": "C4H8NO3", "method": "ωB97M-V/def2-TZVPD", "species": ["C", "C", "O", "O", "H", "H", "H", "C", "C", "O", "N", "H", "H", "H", "H", "H"], "coordinates": [[0.9435, -2.4831, -0.0021], [2.0363, -1.7726, -0.8174], [1.7523, -0.6597, -1.3544], [3.1285, -2.3663, -0.9207], [0.7731, -2.0893, 0.9891], [1.3097, -3.5014, 0.1450], [0.0350, -2.4748, -0.6048], [-1.7747, 2.5761, 0.4072], [-1.2821, 1.1408, 0.3884], [-2.0919, 0.2567, 0.6576], [0.0118, 0.9139, 0.1256], [0.3266, 0.0075, -0.2022], [0.6050, 1.6743, -0.1552], [-1.0659, 3.3069, 0.0637], [-2.0406, 2.7552, 1.4219], [-2.6664, 2.7159, -0.1416]], "lowdin_charge": [-0.056, -0.781, -0.130, -0.094, 0.054, 0.054, 0.065, -0.021, -0.598, -0.006, 0.180, 0.053, 0.097, 0.060, 0.065, 0.060], "orbital_gap_ev": 7.692, "charge": -1, "homo_ev": -4.21}


Quick one: most stable of them? model Q


Model P:
{"formula": "C4H8NO3", "method": "ωB97M-V/def2-TZVPD", "species": ["C", "C", "O", "O", "H", "H", "H", "C", "C", "O", "N", "H", "H", "H", "H", "H"], "coordinates": [[-1.9618, -0.2974, 1.1385], [-1.6077, 1.2053, 0.9255], [-0.3807, 1.4896, 1.1299], [-2.5121, 2.0002, 0.6752], [-2.8785, -0.5474, 0.6257], [-2.1405, -0.5271, 2.2271], [-1.2126, -1.0756, 0.9826], [0.4505, 0.1747, -1.2385], [1.8379, -0.2627, -1.2596], [2.6820, 0.2778, -1.9872], [2.4298, -0.9440, -0.2021], [3.3879, -1.2075, -0.2859], [1.9309, -1.2729, 0.6002], [0.1424, 0.1627, -0.1466], [-0.3997, -0.3845, -1.6289], [0.2322, 1.2088, -1.5558]], "lowdin_charge": [-0.065, -0.794, -0.143, -0.064, 0.045, 0.070, 0.039, -0.038, -0.556, -0.024, 0.131, 0.081, 0.083, 0.045, 0.084, 0.106], "orbital_gap_ev": 7.999, "charge": -1, "homo_ev": -4.29}


Model Q:
{"formula": "C4H8NO3", "method": "ωB97M-V/def2-TZVPD", "species": ["O", "C", "O", "C", "C", "C", "O", "N", "H", "H", "H", "H", "H", "H", "H", "H"], "coordinates": [[1.2938, 2.1557, 2.4666], [1.1202, 2.1396, 1.2838], [0.4180, 3.3138, 0.8520], [-0.7368, -0.0546, 0.3023], [0.2449, -0.2926, -0.7910], [0.2516, -1.7242, -1.2003], [-0.9358, -2.1947, -1.6845], [-0.9958, -0.7624, 1.3423], [-0.0877, 3.9421, 1.2518], [-1.3740, 0.8635, 0.1404], [0.0512, 0.1642, -1.7358], [1.1753, 0.2313, -0.2274], [0.5494, -2.4565, -0.4207], [1.1520, -1.9833, -1.8039], [-1.6994, -1.7846, -1.1602], [-0.4268, -1.5574, 1.3846]], "lowdin_charge": [-0.145, -0.488, -0.148, -0.307, -0.199, -0.387, -0.080, 0.097, -0.032, 0.113, 0.098, 0.129, 0.102, 0.119, 0.124, 0.004], "orbital_gap_ev": 5.996, "charge": -1, "homo_ev": -2.52}


Quick one: most stable of them? model P